DFT (ωB97M-V/def2-TZVPD) results for C12H12IrN3S3Si as an isolated structure.

Atoms and positions in Å:
Ir -0.881 1.891 1.445
C 3.267 -1.772 -0.310
Si 1.980 -1.634 -1.708
C 2.355 -0.191 -2.892
C 1.868 -3.275 -2.673
C 0.248 -1.371 -0.933
C -0.785 -2.279 -1.121
C -2.037 -2.076 -0.556
C -2.240 -0.938 0.201
N -1.275 -0.050 0.401
C -0.059 -0.259 -0.148
S 1.065 1.009 0.235
H 4.254 -1.988 -0.710
H 3.018 -2.566 0.389
H 3.338 -0.845 0.250
H 3.303 -0.342 -3.400
H 2.419 0.751 -2.356
H 1.590 -0.088 -3.657
H 2.813 -3.508 -3.150
H 1.118 -3.232 -3.456
H 1.626 -4.110 -2.022
H -0.610 -3.159 -1.718
H -2.837 -2.784 -0.701
H -3.195 -0.724 0.661
S -0.757 2.396 3.792
C -2.013 3.585 3.780
C -2.650 3.830 5.011
N -3.166 4.006 6.021
C -2.396 4.302 2.660
S -1.674 4.126 1.098
C -3.420 5.262 2.759
N -4.268 6.034 2.805

Output
HOMO level (spin up / spin down): -8.3 / -8.2 eV
strongest force on any atom: 3.01 eV/A
charge: 0
E_LUMO (spin up / spin down): -2.34 / -2.32 eV